{"formula": "C27H31BiF5N6OS2Se", "method": "the ωB97M-V functional and the def2-TZVPD basis", "fmax_ev_per_a": 0.9, "s_squared": 0.75, "multiplicity": 2, "total_charge": 0, "homo_ev": [-5.42, -7.15], "e_lumo_ev": [0.20, 0.10], "e_tot_ha": -5362.9187, "elements": ["Bi", "N", "N", "C", "N", "S", "H", "H", "H", "H", "H", "O", "N", "C", "C", "C", "C", "C", "S", "H", "H", "H", "H", "F", "C", "C", "C", "F", "C", "F", "C", "F", "C", "F", "C", "C", "C", "C", "N", "C", "Se", "N", "C", "C", "C", "C", "C", "C", "C", "C", "C", "C", "H", "H", "H", "H", "H", "H", "H", "H", "H", "H", "H", "H", "H", "H", "H", "H", "H", "H", "H", "H", "H", "H"], "positions_angstrom": [[0.0736, -0.2106, -0.1905], [-2.3678, 1.4916, 1.2244], [-2.8237, 0.5575, 2.1542], [-3.0549, -0.7222, 1.7849], [-3.5131, -1.5636, 2.7338], [-2.8183, -1.2644, 0.2371], [-1.5391, 1.9760, 1.5599], [-3.0978, 2.1625, 0.9897], [-3.0613, 0.8540, 3.0980], [-3.8478, -1.2450, 3.6274], [-3.7605, -2.4906, 2.4341], [2.0445, -1.5167, -0.6793], [3.0260, -1.2639, 0.1460], [3.7426, -2.2912, 0.6562], [4.7803, -2.0763, 1.5149], [5.0809, -0.7682, 1.9208], [4.2793, 0.2633, 1.4721], [3.2397, 0.0198, 0.5882], [2.1737, 1.2712, 0.0393], [3.4502, -3.2657, 0.3008], [5.3566, -2.9143, 1.8707], [5.9074, -0.5782, 2.5854], [4.4392, 1.2822, 1.7887], [0.3588, 1.6155, 2.6689], [0.4712, 0.3165, 3.0260], [0.3642, -0.6750, 2.0584], [0.4094, -1.9864, 2.5196], [0.2839, -3.0001, 1.6483], [0.5773, -2.3035, 3.8607], [0.6255, -3.5796, 4.2685], [0.6809, -1.2821, 4.8010], [0.8108, -1.5691, 6.1038], [0.6184, 0.0418, 4.3764], [0.6606, 1.0339, 5.2800], [-2.3307, 6.1274, -3.0761], [-1.6069, 4.9318, -3.6845], [-0.6259, 4.2397, -2.7409], [-1.2714, 3.4733, -1.5833], [-2.2392, 2.4872, -2.0010], [-1.9444, 1.3097, -2.6094], [-0.2896, 0.8099, -3.1790], [-3.0800, 0.5792, -2.7292], [-3.1757, -0.7535, -3.2694], [-3.9157, -0.7991, -4.6089], [-3.2093, -0.0411, -5.7327], [-1.9515, -0.7357, -6.2336], [-4.1156, 1.2821, -2.1652], [-5.4559, 0.9765, -1.9828], [-6.2482, 1.9257, -1.3602], [-5.7273, 3.1419, -0.9302], [-4.3866, 3.4471, -1.0914], [-3.5824, 2.5034, -1.7112], [-2.9291, 6.6236, -3.8379], [-1.6176, 6.8480, -2.6812], [-2.9982, 5.8268, -2.2729], [-1.0418, 5.2789, -4.5511], [-2.3380, 4.2055, -4.0463], [0.0582, 4.9726, -2.3102], [-0.0308, 3.5352, -3.3223], [-1.7806, 4.1580, -0.9050], [-0.4807, 2.9564, -1.0243], [-3.6979, -1.3735, -2.5332], [-2.1608, -1.1382, -3.3877], [-4.9175, -0.3848, -4.4735], [-4.0242, -1.8487, -4.8895], [-2.9548, 0.9641, -5.3894], [-3.9110, 0.0623, -6.5629], [-1.1872, -0.7672, -5.4628], [-1.5423, -0.1923, -7.0810], [-2.1726, -1.7524, -6.5493], [-5.8733, 0.0352, -2.3012], [-7.2967, 1.7209, -1.2044], [-6.3824, 3.8622, -0.4619], [-3.9948, 4.3928, -0.7516]], "forces_ev_per_a": [[-0.8456, -0.1522, -0.1328], [-0.2766, 0.3609, 0.2146], [-0.1111, 0.1090, 0.4212], [-0.1086, 0.2242, -0.1243], [-0.0223, 0.1915, 0.2582], [-0.1476, -0.4937, -0.4403], [-0.0920, -0.2384, 0.0978], [0.0459, -0.2069, 0.0692], [0.1610, -0.0486, -0.2997], [0.0674, 0.0305, 0.0293], [0.0449, 0.0511, -0.0096], [0.3639, -0.2226, -0.0948], [0.1776, 0.2611, 0.5840], [0.0106, -0.0758, -0.2473], [0.2914, 0.3911, 0.2642], [-0.3983, -0.0995, -0.2421], [0.6351, -0.3950, 0.3503], [-0.6497, 0.2354, -0.6033], [0.9117, 0.0847, -0.0966], [-0.0961, 0.0039, -0.0711], [0.0130, -0.1050, 0.0113], [0.0801, 0.0430, 0.1027], [-0.0027, 0.0440, 0.0233], [-0.0105, 0.0826, 0.1803], [-0.1640, -0.6391, -0.2263], [0.0398, -0.2433, 0.7125], [0.0424, 0.6711, 0.0469], [0.0546, -0.1051, 0.0807], [0.0069, 0.0631, 0.1604], [-0.0042, 0.0856, 0.0003], [-0.0542, 0.0251, -0.2768], [-0.0106, 0.0587, -0.2888], [-0.0176, -0.0618, 0.0647], [0.0510, -0.1014, -0.0206], [0.0450, -0.1690, -0.1721], [0.0962, 0.1212, 0.1978], [-0.2233, -0.0867, -0.1819], [0.6349, 0.3709, -0.0571], [-0.2261, -0.5313, -0.1696], [0.4424, -0.0629, -0.2533], [0.4184, -0.0378, -0.5150], [0.2683, 0.4522, 0.1873], [-0.1841, -0.6373, -0.3368], [0.1244, 0.2865, 0.0808], [-0.0525, -0.2018, 0.0368], [-0.0881, 0.1190, 0.0603], [-0.3799, 0.6182, 0.3642], [0.1588, 0.0018, -0.0268], [-0.0989, -0.0041, 0.0259], [-0.0770, 0.0073, 0.0665], [0.1400, 0.0139, -0.0150], [-0.7328, -0.2793, -0.0146], [-0.0956, 0.0958, 0.0334], [0.0528, 0.1039, 0.0688], [-0.0999, 0.0188, 0.1327], [-0.0301, -0.0809, -0.0835], [-0.0022, -0.0489, -0.1017], [0.0559, 0.0380, 0.0537], [0.0492, 0.0428, 0.1288], [-0.0297, -0.0388, 0.0350], [-0.1476, 0.0313, -0.0017], [0.1025, 0.0630, -0.0184], [-0.0656, 0.0921, 0.1426], [-0.0651, -0.0747, 0.0002], [-0.0747, -0.0416, 0.0154], [-0.0493, 0.1023, -0.0303], [-0.0227, 0.1113, 0.0051], [0.1059, -0.0392, 0.0588], [0.1156, 0.0002, -0.1167], [-0.0186, -0.1556, -0.0886], [0.0021, -0.1250, -0.0619], [-0.0774, -0.0399, -0.0074], [-0.0169, 0.0385, 0.0326], [0.0605, 0.0974, 0.0281]], "lowdin_spin": [0.52, 0.04, 0.00, 0.01, 0.00, 0.02, 0.01, 0.00, 0.00, 0.00, 0.00, 0.08, 0.02, 0.01, 0.01, 0.02, 0.00, 0.03, 0.05, 0.00, 0.00, 0.00, 0.00, 0.01, 0.01, 0.04, 0.01, 0.01, 0.00, 0.00, 0.00, 0.00, 0.00, 0.00, 0.00, 0.00, 0.00, 0.01, 0.00, 0.01, 0.03, 0.00, 0.00, 0.00, 0.00, 0.00, 0.00, 0.00, 0.00, 0.00, 0.00, 0.00, 0.00, 0.00, 0.00, 0.00, 0.00, 0.00, 0.00, 0.00, 0.01, 0.00, 0.00, 0.00, 0.00, 0.00, 0.00, 0.00, 0.00, 0.00, 0.00, 0.00, 0.00, 0.00]}